The following is a DFT calculation (ωB97M-V with the def2-TZVPD basis set) of C33H56Cl2InN3O4Si as an isolated structure.

Properties
HOMO level: -14.14 eV
LUMO: -5.61 eV
Relative energy (zero: lowest compared OMol25 entry of this formula, charge and spin): 0.0 kJ/mol
Frontier orbital gap: 8.52 eV
F_max: 0.932 eV/Å

```
! wB97M-V def2-TZVPD RIJCOSX def2/J DEFGRID3
* xyz 2 1
In -1.266 0.265 -0.235
C -0.689 0.371 -4.222
O -1.537 0.115 -3.105
C -2.708 -0.580 -3.500
C -3.614 -0.784 -2.318
O -2.853 -1.421 -1.269
C -3.701 -2.048 -0.296
C -2.835 -2.718 0.711
O -2.075 -1.700 1.349
C -1.495 -2.169 2.569
H -1.239 0.899 -5.001
H 0.126 0.994 -3.876
H -0.298 -0.562 -4.639
H -3.248 -0.023 -4.269
H -2.424 -1.550 -3.927
H -4.022 0.156 -1.949
H -4.430 -1.435 -2.627
H -4.331 -1.297 0.192
H -4.342 -2.779 -0.788
H -3.476 -3.220 1.439
H -2.180 -3.463 0.250
H -2.265 -2.623 3.193
H -0.715 -2.910 2.370
H -1.079 -1.319 3.098
C 3.854 -4.005 -2.830
C 3.233 -4.304 -1.452
C 4.340 -4.289 -0.397
C 2.575 -5.695 -1.471
C 2.156 -3.259 -1.170
C 1.068 -3.104 -2.032
C 0.107 -2.158 -1.763
N 0.173 -1.351 -0.689
C 1.202 -1.483 0.163
C 2.193 -2.423 -0.057
C 1.218 -0.562 1.340
C 2.198 -0.598 2.306
C 2.180 0.296 3.386
C 1.143 1.219 3.415
C 0.186 1.203 2.421
N 0.209 0.324 1.418
C 3.267 0.238 4.451
C 4.618 0.548 3.786
C 3.015 1.250 5.570
C 3.300 -1.175 5.058
H 4.653 -4.721 -3.033
H 4.284 -3.001 -2.858
H 3.122 -4.087 -3.636
H 5.090 -5.037 -0.659
H 3.961 -4.542 0.597
H 4.847 -3.321 -0.352
H 3.337 -6.455 -1.657
H 1.821 -5.780 -2.256
H 2.100 -5.919 -0.512
H 0.960 -3.726 -2.911
H -0.752 -2.031 -2.399
H 3.009 -2.517 0.643
H 2.993 -1.325 2.240
H 1.056 1.945 4.210
H -0.632 1.910 2.426
H 4.613 1.540 3.326
H 4.877 -0.187 3.020
H 5.406 0.532 4.542
H 2.998 2.279 5.197
H 3.823 1.183 6.302
H 2.076 1.048 6.095
H 3.565 -1.937 4.321
H 2.333 -1.438 5.494
H 4.050 -1.211 5.850
C 3.556 3.097 -2.280
N 2.204 2.911 -1.749
C 1.335 4.081 -1.578
C 1.726 1.712 -1.470
O 0.572 1.521 -1.053
H 4.070 3.867 -1.711
H 3.523 3.397 -3.326
H 4.118 2.169 -2.196
H 1.941 4.979 -1.647
H 0.844 4.044 -0.608
H 0.563 4.105 -2.348
H 2.426 0.884 -1.643
C -3.486 5.498 -2.034
Si -4.486 3.989 -1.655
C -5.222 3.235 -3.183
C -5.731 4.262 -0.316
C -3.295 2.703 -1.022
C -2.533 1.814 -0.679
H -4.128 6.319 -2.367
H -2.760 5.297 -2.827
H -2.943 5.836 -1.147
H -5.935 3.924 -3.649
H -5.759 2.310 -2.952
H -4.442 3.014 -3.918
H -6.476 5.007 -0.613
H -5.241 4.625 0.593
H -6.259 3.335 -0.076
Cl -3.342 0.686 2.344
C -3.568 1.708 3.793
Cl -2.359 1.380 5.033
H -4.542 1.475 4.197
H -3.496 2.743 3.492
*
```

Atomic partial charges in e from the Mulliken method, atoms 1 to 6: number 1, In, carries 2.26; number 2, C, carries -0.99; number 3, O, carries 0.24; number 4, C, carries -0.84; number 5, C, carries -0.77; number 6, O, carries -0.18

The following is a DFT calculation (ωB97M-V with the def2-TZVPD basis set) of C13H25MnN10O3P as an isolated structure.

Properties
HOMO level (alpha / beta): -14.34 / -15.05 eV
LUMO (alpha / beta): -5.50 / -5.71 eV
Relative energy (zero: lowest compared OMol25 entry of this formula, charge and spin): 0.0 kJ/mol
Frontier orbital gap (alpha / beta): 8.84 / 9.33 eV
F_max: 0.171 eV/Å

```
! wB97M-V def2-TZVPD RIJCOSX def2/J DEFGRID3
* xyz 2 6
Mn 0.182 0.129 0.581
C 5.108 0.071 0.855
N 4.450 1.235 0.271
C 5.280 2.259 -0.367
C 3.107 1.270 0.233
N 2.332 0.297 0.620
N 2.577 2.468 -0.230
C 1.288 2.792 -0.610
N 1.180 4.031 -1.126
N 0.288 1.983 -0.469
H 6.157 0.300 1.005
H 5.036 -0.803 0.203
H 4.683 -0.163 1.832
H 6.308 1.914 -0.375
H 5.259 3.203 0.184
H 4.987 2.421 -1.405
H 2.869 -0.526 0.859
H 3.245 3.214 -0.329
H 1.972 4.624 -1.303
H 0.283 4.385 -1.408
H -0.568 2.387 -0.830
N -4.235 -0.255 0.932
C -3.227 -0.201 0.062
N -2.116 0.092 0.714
C -2.527 0.183 2.015
N -3.806 -0.030 2.184
C -1.577 0.460 3.093
C -1.969 0.659 4.413
N -1.081 0.899 5.366
C 0.199 0.945 5.015
C 0.601 0.751 3.702
N -0.289 0.508 2.742
H -5.212 -0.441 0.759
H -3.327 -0.370 -0.997
H -3.015 0.621 4.689
H 0.921 1.140 5.797
H 1.644 0.789 3.413
C -0.933 -3.303 -2.320
O -1.271 -2.830 -0.997
P -0.220 -2.417 0.124
O 0.913 -3.519 -0.141
C 2.141 -3.477 0.602
O -0.952 -2.827 1.473
C -1.520 -4.150 1.657
H -1.856 -3.677 -2.752
H -0.200 -4.102 -2.262
H -0.549 -2.484 -2.928
H 2.523 -4.492 0.645
H 1.978 -3.120 1.622
H 2.863 -2.845 0.083
H -1.646 -4.288 2.726
H -0.855 -4.914 1.261
H -2.484 -4.205 1.157
*
```

Atomic partial charges in e from the Mulliken method, atoms 1 to 6: number 1, Mn, carries 0.10; number 2, C, carries -1.09; number 3, N, carries 0.15; number 4, C, carries -1.07; number 5, C, carries 0.62; number 6, N, carries -0.12

The following is a DFT calculation (ωB97M-V with the def2-TZVPD basis set) of a 12-piece molecular cluster, C48H60N12 overall at a distorted geometry.

Properties
SMILES string: c1cc[nH]c1.c1cc[nH]c1.c1cc[nH]c1.c1cc[nH]c1.c1cc[nH]c1.c1cc[nH]c1.c1cc[nH]c1.c1cc[nH]c1.c1cc[nH]c1.c1cc[nH]c1.c1cc[nH]c1.c1cc[nH]c1
HOMO level: -7.90 eV
LUMO: 0.35 eV
Relative energy (zero: lowest compared OMol25 entry of this formula, charge and spin): 1457.1 kJ/mol
Frontier orbital gap: 8.25 eV
F_max: 8.932 eV/Å

```
! wB97M-V def2-TZVPD RIJCOSX def2/J DEFGRID3
* xyz 0 1
N 0.304 0.710 0.617
C 0.596 -0.618 0.242
C 0.217 -0.754 -1.058
C -0.423 0.479 -1.542
C -0.331 1.398 -0.534
H 0.344 1.196 1.641
H 1.085 -1.429 0.751
H 0.424 -1.800 -1.451
H -0.868 0.564 -2.529
H -0.682 2.286 -0.374
N 0.574 2.406 3.311
C 1.805 1.815 3.309
C 1.605 0.514 3.479
C 0.223 0.371 3.930
C -0.390 1.568 3.625
H 0.323 3.465 3.154
H 2.715 2.336 3.105
H 2.281 -0.230 3.380
H -0.373 -0.482 4.494
H -1.512 1.947 3.485
N 2.731 6.140 -0.926
C 2.945 4.934 -0.424
C 2.036 4.031 -0.990
C 1.140 4.884 -1.882
C 1.625 6.264 -1.774
H 3.288 6.991 -0.655
H 3.853 5.036 0.370
H 2.193 2.967 -0.807
H 0.299 4.674 -2.577
H 1.265 7.186 -2.105
N 3.328 -3.495 0.545
C 2.126 -3.678 1.287
C 2.419 -3.205 2.564
C 3.806 -2.567 2.506
C 4.170 -2.807 1.236
H 3.379 -3.722 -0.451
H 1.063 -3.913 0.932
H 1.881 -3.300 3.445
H 4.501 -1.937 3.106
H 5.160 -2.475 0.887
N -2.665 -0.453 0.757
C -3.068 -1.687 0.030
C -4.318 -1.857 0.581
C -4.707 -0.801 1.524
C -3.546 0.064 1.643
H -1.890 -0.079 0.494
H -2.399 -2.116 -0.595
H -5.145 -2.634 0.327
H -5.815 -0.647 1.943
H -3.434 0.779 2.410
N -2.440 -3.247 2.455
C -1.206 -3.059 3.055
C -1.271 -3.969 4.100
C -2.599 -4.754 3.992
C -3.250 -4.308 2.847
H -2.682 -2.672 1.805
H -0.493 -2.419 2.779
H -0.449 -4.005 4.804
H -2.756 -5.619 4.588
H -4.196 -4.602 2.630
N 0.508 5.775 1.382
C 1.201 6.110 2.499
C 0.316 5.842 3.530
C -1.013 5.341 2.974
C -0.704 5.245 1.597
H 0.789 5.870 0.473
H 2.259 6.508 2.372
H 0.478 6.044 4.604
H -2.164 5.120 3.536
H -1.305 4.841 0.721
N 3.879 0.514 -2.594
C 5.209 -0.083 -2.620
C 5.579 -0.224 -1.330
C 4.462 0.187 -0.422
C 3.466 0.599 -1.234
H 3.372 0.842 -3.459
H 5.674 -0.622 -3.483
H 6.478 -0.737 -1.060
H 4.491 -0.088 0.869
H 2.575 0.712 -1.015
N -3.365 2.176 -3.251
C -3.317 0.939 -3.740
C -2.533 0.926 -4.855
C -1.934 2.318 -4.969
C -2.505 3.024 -3.968
H -3.935 2.503 -2.463
H -3.757 0.148 -3.127
H -2.356 0.275 -5.778
H -1.022 2.730 -5.590
H -2.519 4.095 -3.734
N -0.775 -7.141 -0.679
C -0.734 -6.920 -2.034
C -1.033 -5.584 -2.266
C -1.232 -4.961 -0.886
C -1.146 -6.086 -0.034
H -0.632 -8.038 -0.304
H -0.448 -7.890 -2.488
H -1.366 -5.289 -3.375
H -1.533 -3.942 -0.733
H -1.216 -6.218 0.956
N 3.831 -2.814 -2.264
C 4.946 -3.484 -1.812
C 4.743 -4.878 -2.105
C 3.299 -4.914 -2.653
C 2.834 -3.597 -2.714
H 3.698 -1.650 -2.260
H 5.838 -2.893 -1.482
H 5.497 -5.765 -1.940
H 2.747 -5.836 -2.894
H 1.823 -3.426 -2.907
N -5.818 2.971 -1.264
C -5.059 2.484 -0.215
C -4.070 3.387 -0.069
C -4.401 4.579 -0.760
C -5.552 4.168 -1.630
H -6.679 2.449 -1.741
H -5.316 1.309 -0.224
H -3.296 3.180 0.594
H -4.092 5.497 -0.839
H -5.959 4.708 -2.335
*
```

Atomic partial charges in e from the Mulliken method, atoms 1 to 6: number 1, N, carries 0.78; number 2, C, carries 0.35; number 3, C, carries 0.22; number 4, C, carries -0.25; number 5, C, carries -3.02; number 6, H, carries 0.17

The following is a DFT calculation (ωB97M-V with the def2-TZVPD basis set) of a 2-piece molecular cluster, C5H9NO overall at a distorted geometry.

Properties
SMILES string: C=C(CO)CC#N.[H][H]
HOMO level: -10.34 eV
LUMO: 0.78 eV
Relative energy (zero: lowest compared OMol25 entry of this formula, charge and spin): 259.8 kJ/mol
Frontier orbital gap: 11.12 eV
F_max: 1.146 eV/Å

```
! wB97M-V def2-TZVPD RIJCOSX def2/J DEFGRID3
* xyz 0 1
C -1.183 0.085 0.439
C -0.103 0.472 -0.552
C -0.400 0.895 -1.776
C 1.317 0.396 -0.045
O 1.618 -0.894 0.467
C -1.063 0.904 1.652
N -0.886 1.569 2.583
H -0.340 -3.132 0.027
H -1.083 -0.968 0.725
H -2.180 0.217 0.006
H -1.427 0.991 -2.119
H 0.167 -2.644 -0.217
H 0.381 1.171 -2.479
H 2.009 0.616 -0.865
H 1.464 1.161 0.730
H 1.710 -0.838 1.424
*
```

Atomic partial charges in e from the Mulliken method, atoms 1 to 6: number 1, C, carries -0.32; number 2, C, carries 0.81; number 3, C, carries -1.03; number 4, C, carries -0.68; number 5, O, carries -0.48; number 6, C, carries 0.17

The following is a DFT calculation (ωB97M-V with the def2-TZVPD basis set) of an isolated molecule of C3H6N2 at a distorted geometry.

Properties
SMILES string: [H]/N=C\N1CC1
HOMO level: -9.47 eV
LUMO: 0.98 eV
Relative energy (zero: lowest compared OMol25 entry of this formula, charge and spin): 348.4 kJ/mol
Frontier orbital gap: 10.45 eV
F_max: 5.641 eV/Å

```
! wB97M-V def2-TZVPD RIJCOSX def2/J DEFGRID3
* xyz 0 1
C -0.739 -0.990 0.305
C 0.310 1.201 -0.827
C 0.669 1.086 0.579
H 0.905 -1.621 -0.863
H -1.623 -1.242 0.857
H -0.306 1.990 -1.051
H 0.981 0.585 -1.330
H 1.705 0.656 0.710
H 0.504 2.066 1.226
N 0.144 -1.901 -0.106
N -0.659 0.441 0.122
*
```

Atomic partial charges in e from the Mulliken method, atoms 1 to 6: number 1, C, carries 0.09; number 2, C, carries -0.46; number 3, C, carries -0.32; number 4, H, carries 0.24; number 5, H, carries 0.38; number 6, H, carries 0.30

The following is a DFT calculation (ωB97M-V with the def2-TZVPD basis set) of a 2-piece molecular cluster, C5H15N2O overall.

Properties
HOMO level: -11.59 eV
LUMO: -3.02 eV
Relative energy (zero: lowest compared OMol25 entry of this formula, charge and spin): 127.5 kJ/mol
Frontier orbital gap: 8.56 eV
F_max: 0.915 eV/Å

```
! wB97M-V def2-TZVPD RIJCOSX def2/J DEFGRID3
* xyz 1 1
C 1.113 1.902 -1.113
C 1.805 0.538 -1.308
C 1.087 -0.662 -0.706
C 0.610 -0.720 0.544
N -0.124 -1.750 1.067
C -0.536 -1.749 2.465
N -0.358 1.744 -0.851
H 1.544 2.454 -0.288
H 1.212 2.522 -1.998
H 1.917 0.371 -2.374
H 2.821 0.627 -0.924
H 1.047 -1.495 -1.394
H 0.849 0.080 1.236
H -0.055 -2.662 0.646
H -1.073 -0.831 2.681
H -1.198 -2.582 2.694
H 0.296 -1.817 3.158
H -0.615 1.811 0.132
H -0.682 0.812 -1.133
H -0.875 2.468 -1.346
H -2.553 -0.632 -0.137
H -3.526 0.546 -0.088
O -2.611 0.320 -0.308
*
```

Atomic partial charges in e from the Mulliken method, atoms 1 to 6: number 1, C, carries -0.70; number 2, C, carries -0.62; number 3, C, carries -0.79; number 4, C, carries -0.06; number 5, N, carries -0.19; number 6, C, carries -0.95